{
  "formula": "C54H48BrClLaN10O2S2",
  "method": "ωB97M-V/def2-TZVPD",
  "e_above_lowest_kcal_mol": 8.0,
  "gap_ha": [0.137, 0.203],
  "spin_multiplicity": 2,
  "e_homo_ev": [-4.32, -6.11],
  "s_squared": 0.75,
  "symbols": ["La", "Br", "C", "C", "C", "C", "C", "C", "N", "N", "C", "C", "C", "C", "O", "C", "N", "C", "C", "C", "C", "H", "H", "H", "H", "H", "H", "H", "H", "H", "N", "C", "C", "C", "C", "C", "C", "C", "C", "C", "C", "C", "C", "H", "H", "H", "H", "H", "H", "H", "H", "H", "H", "N", "C", "C", "C", "C", "C", "C", "N", "C", "C", "C", "S", "C", "N", "H", "H", "H", "H", "H", "H", "H", "S", "C", "C", "C", "C", "C", "C", "O", "C", "C", "C", "C", "C", "C", "Cl", "C", "C", "C", "N", "C", "N", "C", "N", "H", "H", "H", "H", "H", "H", "H", "H", "H", "H", "H", "H", "H", "H", "H", "H", "H", "H", "H", "H", "H", "H"],
  "xyz": [[0.8996, -0.8793, 1.7394], [-4.9658, -9.5337, -7.3922], [-4.2013, -8.3188, -6.1567], [-2.8309, -8.3433, -5.9393], [-2.2695, -7.4560, -5.0384], [-3.0799, -6.5502, -4.3648], [-4.4469, -6.5274, -4.6004], [-5.0192, -7.4192, -5.4935], [-2.5849, -5.5832, -3.4342], [-1.4478, -5.8614, -2.9953], [-0.8448, -4.9868, -2.0719], [0.3383, -5.4852, -1.5701], [1.0949, -4.8263, -0.6052], [0.6838, -3.5977, -0.1089], [1.3350, -2.9598, 0.8102], [-0.5259, -3.0175, -0.6626], [-0.8465, -1.7789, -0.1993], [-1.9600, -1.2219, -0.6144], [-2.8149, -1.8326, -1.5415], [-2.4898, -3.0578, -2.0488], [-1.3090, -3.7085, -1.6156], [-2.2105, -9.0478, -6.4755], [-1.2054, -7.4580, -4.8505], [-5.0570, -5.8091, -4.0700], [-6.0848, -7.4127, -5.6748], [0.6589, -6.4483, -1.9465], [1.9913, -5.2748, -0.1995], [-2.2051, -0.2542, -0.1980], [-3.7222, -1.3282, -1.8434], [-3.1292, -3.5468, -2.7646], [-0.4470, -2.8504, 4.2513], [0.5373, -3.7994, 3.7640], [0.0730, -4.9579, 3.1597], [0.9780, -5.8856, 2.6800], [2.3414, -5.6506, 2.8059], [2.7907, -4.4834, 3.3971], [1.9007, -3.5234, 3.8769], [2.3872, -2.2745, 4.5399], [3.1998, -2.4352, 5.6672], [3.6220, -1.3346, 6.3906], [3.2125, -0.0703, 5.9880], [2.4211, 0.0662, 4.8556], [1.9788, -1.0091, 4.0640], [-1.2679, -3.3181, 4.6480], [-0.0218, -2.2515, 4.9647], [-0.9938, -5.1117, 3.0576], [0.6195, -6.7878, 2.2036], [3.0523, -6.3762, 2.4335], [3.8524, -4.2897, 3.4828], [3.4821, -3.4331, 5.9856], [4.2440, -1.4606, 7.2673], [3.5104, 0.8027, 6.5568], [2.1424, 1.0813, 4.5800], [4.7715, 0.8782, -0.5176], [5.0590, -0.4107, -0.9373], [6.0553, -0.9185, -1.7644], [6.0522, -2.2854, -1.9504], [5.0962, -3.1118, -1.3361], [4.1083, -2.6006, -0.5221], [4.0966, -1.2193, -0.3285], [3.2423, -0.4305, 0.4418], [3.6897, 0.7935, 0.3018], [3.1362, 1.9471, 1.0190], [3.5473, 3.2479, 0.9526], [2.6472, 4.1960, 2.0486], [1.7735, 2.8072, 2.5165], [2.1138, 1.7117, 1.9071], [5.2899, 1.7091, -0.7392], [6.7941, -0.2832, -2.2327], [6.8067, -2.7328, -2.5834], [5.1362, -4.1782, -1.5107], [3.3650, -3.2190, -0.0416], [4.3177, 3.6838, 0.3423], [0.9792, 2.8565, 3.2456], [-2.6966, -1.8798, 3.1459], [-1.0014, -1.8692, 3.1212], [-3.7964, 2.9055, -0.7959], [-3.3531, 4.3110, -1.2304], [-2.2653, 4.1910, -2.3001], [-4.5805, 4.9839, -1.8763], [-2.8631, 5.1826, -0.0261], [-3.7747, 5.0849, 1.0625], [-2.7581, 6.6822, -0.4608], [-1.6393, 7.5879, 0.0815], [-0.2567, 7.3651, -0.4816], [0.8376, 7.1775, 0.3575], [2.1121, 6.9805, -0.1498], [2.2962, 6.9556, -1.5204], [3.8875, 6.6762, -2.1639], [1.2307, 7.1542, -2.3832], [-0.0331, 7.3663, -1.8564], [-1.5247, 4.7595, 0.5855], [-1.3599, 3.3769, 0.9796], [-0.5856, 2.4677, 0.3903], [-0.7199, 1.3007, 0.9845], [-1.6248, 1.5595, 1.9772], [-2.0254, 2.8110, 2.0084], [-4.2241, 2.3948, -1.6598], [-4.5543, 2.9412, -0.0159], [-2.9820, 2.2846, -0.4323], [-2.6849, 3.7505, -3.2054], [-1.4502, 3.5434, -1.9832], [-1.8415, 5.1594, -2.5710], [-5.0887, 4.2638, -2.5160], [-4.3172, 5.8382, -2.4984], [-5.3165, 5.3267, -1.1460], [-4.6708, 5.2143, 0.7344], [-3.6967, 7.1370, -0.1373], [-2.7535, 6.7573, -1.5477], [-1.5951, 7.5586, 1.1716], [-1.9417, 8.6099, -0.1649], [0.6913, 7.1850, 1.4317], [2.9593, 6.8539, 0.5085], [1.3937, 7.1480, -3.4513], [-0.8603, 7.5314, -2.5355], [-1.3636, 5.3661, 1.4750], [-0.7180, 4.9564, -0.1165], [0.0520, 2.6906, -0.4480], [-1.9866, 0.7952, 2.6537]]
}